Entry 1:
Density functional theory data (ωB97M-V/def2-TZVPD) for a 9-piece molecular cluster, H18O9 overall at a distorted geometry.

Cartesian coordinates (Å):
1 O 4.365 8.071 6.491
2 H 3.790 8.252 5.735
3 H 5.084 7.465 6.156
4 O 10.034 5.197 6.898
5 H 9.871 5.708 7.690
6 H 10.083 4.252 7.158
7 O 6.488 6.472 5.601
8 H 7.089 7.249 5.511
9 H 6.847 5.777 6.168
10 O 9.571 6.629 9.032
11 H 9.550 6.342 9.951
12 H 8.655 6.427 8.837
13 O 11.875 7.361 6.599
14 H 12.109 7.122 5.675
15 H 11.398 6.593 6.974
16 O 5.391 10.084 8.407
17 H 5.167 9.255 7.928
18 H 6.142 10.524 8.051
19 O 7.326 5.209 8.189
20 H 7.492 4.351 8.631
21 H 6.536 5.591 8.603
22 O 5.102 6.407 8.814
23 H 4.711 6.586 7.931
24 H 5.242 7.295 9.154
25 O 8.936 8.459 5.580
26 H 9.874 8.217 5.690
27 H 8.942 9.410 5.791

HOMO level = -0.410 Ha
Energy relative to the best compared isomer or geometry (same formula, charge and spin) = 1.608 eV
Total energy = -18720.52735 eV
Lowest unoccupied orbital energy = 0.1672 eV
Net charge = 0
2S+1 = 1
SMILES string = O.O.O.O.O.O.O.O.O
Kohn-Sham gap = 11.3371 eV

Entry 2:
Density functional theory data (ωB97M-V/def2-TZVPD) for a 2-piece molecular cluster, C2H3FNO5P overall at a distorted geometry.

Cartesian coordinates (Å):
1 C 0.409 1.129 -0.046
2 C 1.314 0.028 -0.119
3 N 1.348 -1.225 -0.164
4 O -3.232 0.275 -0.509
5 O -0.875 1.007 -0.627
6 O 1.439 1.175 -1.012
7 O -1.457 -1.479 -0.486
8 O -1.753 0.057 1.625
9 F 2.616 0.558 1.136
10 P -1.903 -0.023 0.149
11 H 0.611 1.937 0.652
12 H -0.734 -1.775 0.051
13 H 2.216 -1.664 -0.649

HOMO level = -0.053 Ha
Energy relative to the best compared isomer or geometry (same formula, charge and spin) = 1.144 eV
Total energy = -25857.84761 eV
Lowest unoccupied orbital energy = 6.9524 eV
Net charge = -2
2S+1 = 1
Kohn-Sham gap = 8.3891 eV

Entry 3:
Density functional theory data (ωB97M-V/def2-TZVPD) for one molecule with the formula C7H9N at a distorted geometry.

Cartesian coordinates (Å):
1 C 0.526 2.350 1.196
2 N 0.141 1.761 -0.059
3 C -0.033 0.358 -0.173
4 C -0.348 -0.094 -1.433
5 C -0.615 -1.492 -1.697
6 C -0.371 -2.431 -0.605
7 C -0.064 -1.809 0.693
8 C 0.157 -0.575 0.898
9 H -0.227 2.116 2.016
10 H 0.536 3.331 0.973
11 H 1.328 1.987 1.566
12 H 0.084 2.153 -1.081
13 H -0.422 0.543 -2.233
14 H -0.995 -1.910 -2.666
15 H -0.538 -3.566 -0.872
16 H 0.277 -2.639 1.652
17 H 0.563 -0.084 1.825

HOMO level = -0.277 Ha
Energy relative to the best compared isomer or geometry (same formula, charge and spin) = 3.035 eV
Total energy = -8892.12182 eV
Lowest unoccupied orbital energy = 0.9932 eV
Net charge = 0
2S+1 = 1
SMILES string = CNc1ccccc1
Kohn-Sham gap = 8.5403 eV

Entry 4:
Density functional theory data (ωB97M-V/def2-TZVPD) for a 8-piece molecular cluster, C46H36Cl14O7P2 overall at a distorted geometry.

Cartesian coordinates (Å):
1 C -0.895 -1.474 2.235
2 C -1.430 -0.272 2.282
3 C -1.856 1.284 2.105
4 O -3.153 1.427 2.767
5 P -4.457 1.545 1.673
6 O -4.561 3.025 1.203
7 O -4.250 0.610 0.241
8 O -5.985 1.128 2.396
9 C -6.656 0.141 1.548
10 P -8.363 -0.405 2.177
11 O -9.129 -1.001 0.952
12 O -8.106 -1.747 3.243
13 O -9.294 0.846 2.868
14 H -0.182 -2.390 2.351
15 H -1.033 1.972 2.553
16 H -1.912 1.542 0.973
17 H -4.823 1.027 -0.463
18 H -6.005 -0.824 1.499
19 H -6.836 0.574 0.480
20 H -7.614 -2.394 2.659
21 H -9.248 0.840 3.862
22 Cl -5.473 -1.318 -5.437
23 C -4.621 0.073 -4.867
24 C -3.601 0.587 -5.668
25 C -2.888 1.710 -5.260
26 C -3.192 2.325 -4.049
27 C -4.206 1.813 -3.246
28 C -4.922 0.686 -3.651
29 Cl -6.165 0.099 -2.603
30 H -3.359 0.115 -6.615
31 H -2.095 2.106 -5.887
32 H -2.639 3.202 -3.730
33 H -4.436 2.297 -2.301
34 Cl 0.493 -0.852 6.188
35 C -0.529 -2.141 6.714
36 C -1.203 -1.985 7.925
37 C -2.045 -2.990 8.393
38 C -2.217 -4.154 7.650
39 C -1.543 -4.314 6.442
40 C -0.698 -3.310 5.972
41 Cl 0.112 -3.575 4.469
42 H -1.075 -1.080 8.510
43 H -2.567 -2.865 9.336
44 H -2.875 -4.938 8.011
45 H -1.681 -5.226 5.870
46 Cl 7.325 -5.055 3.216
47 C 5.670 -5.529 3.363
48 C 5.294 -6.757 2.820
49 C 3.975 -7.192 2.916
50 C 3.028 -6.399 3.557
51 C 3.399 -5.171 4.096
52 C 4.719 -4.732 4.000
53 Cl 5.110 -3.195 4.686
54 H 6.028 -7.382 2.321
55 H 3.687 -8.149 2.492
56 H 1.999 -6.737 3.635
57 H 2.652 -4.558 4.593
58 Cl 11.794 0.475 2.776
59 C 11.685 -1.206 3.162
60 C 10.435 -1.816 3.065
61 C 10.292 -3.169 3.358
62 C 11.398 -3.917 3.748
63 C 12.647 -3.310 3.850
64 C 12.794 -1.954 3.559
65 Cl 14.369 -1.262 3.711
66 H 9.567 -1.241 2.760
67 H 9.317 -3.641 3.281
68 H 11.289 -4.973 3.974
69 H 13.505 -3.900 4.157
70 Cl -0.528 4.768 -2.746
71 C -0.737 5.410 -1.155
72 C -0.226 6.681 -0.894
73 C -0.373 7.249 0.369
74 C -1.032 6.548 1.374
75 C -1.541 5.278 1.117
76 C -1.394 4.705 -0.145
77 Cl -2.044 3.124 -0.391
78 H 0.288 7.235 -1.673
79 H 0.027 8.238 0.568
80 H -1.150 6.991 2.358
81 H -2.052 4.738 1.907
82 Cl -3.118 -1.892 -8.413
83 C -4.323 -1.614 -9.619
84 C -5.590 -2.160 -9.413
85 C -6.600 -1.962 -10.349
86 C -6.347 -1.215 -11.496
87 C -5.084 -0.671 -11.707
88 C -4.069 -0.869 -10.771
89 Cl -2.522 -0.171 -11.098
90 H -5.795 -2.743 -8.520
91 H -7.584 -2.389 -10.185
92 H -7.135 -1.056 -12.226
93 H -4.894 -0.091 -12.605
94 Cl 7.074 6.450 -1.906
95 C 5.475 5.867 -2.200
96 C 5.313 4.862 -3.153
97 C 4.046 4.351 -3.425
98 C 2.937 4.844 -2.744
99 C 3.095 5.850 -1.795
100 C 4.362 6.365 -1.521
101 Cl 4.485 7.616 -0.336
102 H 6.173 4.471 -3.687
103 H 3.925 3.569 -4.167
104 H 1.948 4.444 -2.953
105 H 2.226 6.230 -1.269

HOMO level = -0.336 Ha
Energy relative to the best compared isomer or geometry (same formula, charge and spin) = 4.113 eV
Total energy = -256509.68858 eV
Lowest unoccupied orbital energy = -0.1386 eV
Net charge = 0
2S+1 = 1
SMILES string = C#CCO[P@@](=O)(O)OCP(=O)(O)O.Clc1ccccc1Cl.Clc1ccccc1Cl.Clc1ccccc1Cl.Clc1ccccc1Cl.Clc1ccccc1Cl.Clc1ccccc1Cl.Clc1ccccc1Cl
Kohn-Sham gap = 9.0083 eV

Entry 5:
Density functional theory data (ωB97M-V/def2-TZVPD) for C6H10N2 as an isolated structure at a distorted geometry.

Cartesian coordinates (Å):
1 C -1.229 -0.030 0.259
2 C 1.235 -0.435 1.000
3 C 1.378 0.351 -0.433
4 C 0.238 1.422 -0.489
5 C -1.046 1.352 0.473
6 C 0.012 -0.925 0.389
7 H -2.138 -1.478 -0.819
8 H -2.807 0.342 -0.688
9 H 0.946 0.345 1.842
10 H 1.830 -1.296 1.265
11 H 2.390 0.728 -0.743
12 H -0.446 1.515 -1.415
13 H 0.506 2.368 -0.253
14 H -0.357 1.152 1.222
15 H -0.093 -1.872 0.744
16 H 1.181 -1.980 -1.152
17 N -2.341 -0.693 -0.162
18 N 0.742 -0.867 -1.041

HOMO level = -0.279 Ha
Energy relative to the best compared isomer or geometry (same formula, charge and spin) = 8.639 eV
Total energy = -9355.79824 eV
Lowest unoccupied orbital energy = 0.5435 eV
Net charge = 0
2S+1 = 1
Kohn-Sham gap = 8.1449 eV

Entry 6:
Density functional theory data (ωB97M-V/def2-TZVPD) for one molecule with the formula C12H10OS at a distorted geometry.

Cartesian coordinates (Å):
1 C -3.389 0.041 -0.425
2 C -3.260 1.038 0.583
3 C -2.201 -0.478 -0.901
4 C -2.047 1.610 0.838
5 C -0.924 -0.025 -0.649
6 C -0.871 1.143 0.135
7 C 1.656 -0.824 1.035
8 C 2.604 0.102 1.074
9 C 1.182 -1.192 -0.345
10 C 3.001 0.807 -0.188
11 C 0.195 -0.812 -1.133
12 C 1.932 1.363 -0.748
13 O 0.569 3.462 -0.347
14 S 0.698 2.195 0.349
15 H -4.263 -0.295 -0.935
16 H -4.143 1.213 1.164
17 H -2.364 -1.343 -1.548
18 H -2.058 2.489 1.428
19 H 1.276 -1.441 1.881
20 H 3.389 0.110 1.875
21 H 1.776 -1.911 -0.812
22 H 3.974 0.530 -0.715
23 H -0.011 -1.353 -2.033
24 H 2.021 1.955 -1.762

HOMO level = -0.313 Ha
Energy relative to the best compared isomer or geometry (same formula, charge and spin) = 2.623 eV
Total energy = -25484.03810 eV
Lowest unoccupied orbital energy = 0.4380 eV
Net charge = 0
2S+1 = 1
Kohn-Sham gap = 8.9422 eV

Entry 7:
Density functional theory data (ωB97M-V/def2-TZVPD) for a 11-piece molecular cluster, C15H48F3N12O17S overall at a distorted geometry.

Cartesian coordinates (Å):
1 C 29.875 16.177 -10.075
2 F 31.062 15.975 -9.520
3 F 28.947 15.335 -9.649
4 F 29.429 17.367 -9.621
5 S 30.045 16.108 -11.947
6 O 31.260 16.824 -12.296
7 O 30.177 14.683 -12.223
8 O 28.819 16.681 -12.472
9 C 26.516 19.312 -11.408
10 C 26.669 19.024 -9.924
11 O 27.297 20.105 -9.254
12 O 27.692 19.158 -12.183
13 H 26.247 20.357 -11.571
14 H 25.722 18.709 -11.861
15 H 27.141 18.053 -9.773
16 H 25.645 18.978 -9.530
17 H 27.406 19.919 -8.318
18 H 27.945 18.219 -12.245
19 C 31.522 15.211 -15.753
20 C 32.210 16.545 -15.806
21 O 31.598 17.644 -15.086
22 O 30.305 15.267 -16.545
23 H 31.159 14.960 -14.754
24 H 32.076 14.395 -16.208
25 H 32.534 16.898 -16.785
26 H 33.165 16.490 -15.257
27 H 31.128 17.301 -14.304
28 H 29.609 15.723 -16.043
29 C 28.265 12.137 -11.209
30 C 28.834 11.169 -12.233
31 O 27.739 10.481 -12.874
32 O 27.615 13.267 -11.778
33 H 29.099 12.660 -10.714
34 H 27.677 11.555 -10.505
35 H 29.249 10.303 -11.711
36 H 29.529 11.683 -12.900
37 H 27.359 11.080 -13.529
38 H 28.284 13.892 -12.085
39 C 26.162 14.688 -16.296
40 C 26.703 16.054 -15.931
41 O 28.000 16.037 -15.365
42 O 26.138 13.809 -15.177
43 H 26.887 14.229 -16.981
44 H 25.246 14.795 -16.888
45 H 26.102 16.625 -15.212
46 H 26.723 16.597 -16.887
47 H 27.912 16.072 -14.405
48 H 25.223 13.679 -14.910
49 C 32.911 21.206 -12.312
50 O 32.854 21.080 -11.096
51 N 33.321 22.349 -12.944
52 N 32.588 20.183 -13.174
53 H 33.757 23.039 -12.362
54 H 33.473 22.301 -13.932
55 H 32.226 19.344 -12.757
56 H 33.007 20.137 -14.081
57 C 34.569 14.547 -12.609
58 O 34.584 14.603 -13.830
59 N 35.534 13.820 -11.903
60 N 33.729 15.235 -11.800
61 H 35.393 13.762 -10.914
62 H 36.243 13.299 -12.376
63 H 33.729 15.023 -10.822
64 H 33.019 15.830 -12.197
65 C 34.694 14.935 -8.393
66 O 34.841 16.027 -8.934
67 N 35.683 13.985 -8.298
68 N 33.442 14.484 -8.066
69 H 36.571 14.207 -8.708
70 H 35.462 13.086 -7.919
71 H 33.206 13.557 -7.772
72 H 32.718 15.180 -8.147
73 C 31.990 19.881 -8.092
74 O 31.769 20.378 -6.980
75 N 33.209 19.783 -8.654
76 N 30.944 19.419 -8.855
77 H 33.946 20.259 -8.171
78 H 33.339 19.321 -9.532
79 H 31.137 18.779 -9.600
80 H 29.987 19.651 -8.676
81 C 27.515 12.451 -7.454
82 O 26.997 11.347 -7.325
83 N 28.472 12.961 -6.611
84 N 27.233 13.299 -8.480
85 H 28.642 13.970 -6.554
86 H 28.646 12.411 -5.789
87 H 27.746 14.138 -8.653
88 H 26.568 13.057 -9.191
89 C 30.660 15.814 -6.238
90 O 29.486 15.632 -6.558
91 N 31.465 14.968 -5.528
92 N 31.275 16.984 -6.615
93 H 31.104 14.109 -5.160
94 H 32.283 15.386 -5.128
95 H 32.232 17.182 -6.390
96 H 30.692 17.676 -7.057

HOMO level = -0.246 Ha
Energy relative to the best compared isomer or geometry (same formula, charge and spin) = 0.819 eV
Total energy = -88017.42173 eV
Lowest unoccupied orbital energy = 1.7742 eV
Net charge = -1
2S+1 = 1
Kohn-Sham gap = 8.4728 eV

Entry 8:
Density functional theory data (ωB97M-V/def2-TZVPD) for one molecule with the formula C5H7NOS at a distorted geometry.

Cartesian coordinates (Å):
1 C 2.523 0.393 0.305
2 S 1.308 -0.849 -0.450
3 C -0.016 -0.447 0.422
4 C -1.117 -1.336 0.274
5 C -2.184 -0.670 -0.048
6 N -2.043 0.707 -0.137
7 C -0.639 0.992 0.085
8 O 0.093 2.007 -0.103
9 H 2.932 0.032 1.279
10 H 3.149 0.029 -0.432
11 H 2.187 1.444 0.337
12 H 0.071 -0.289 1.585
13 H -1.270 -2.349 0.736
14 H -3.135 -1.192 -0.319
15 H -2.712 1.318 -0.438

HOMO level = -0.312 Ha
Energy relative to the best compared isomer or geometry (same formula, charge and spin) = 2.591 eV
Total energy = -19669.01200 eV
Lowest unoccupied orbital energy = 0.8381 eV
Net charge = 0
2S+1 = 1
SMILES string = CS[C@@H]1C=CNC1=O
Kohn-Sham gap = 9.3314 eV